Entry 1:
The following is a DFT calculation (wB97M-V/def2-TZVPD) of a structure of composition C22H43O24Tl at a distorted geometry.

Results
* electronic energy: -77318.543 eV
* HOMO: -13.81 eV
* relative energy (zero: lowest compared OMol25 entry of this formula, charge and spin): 469.7 kJ/mol
* max |F|: 4.76 eV/Å
* net charge: +2

Positions of all 90 atoms, in Å:
1 H -6.014 7.063 -0.493
2 O -0.546 0.415 -0.295
3 C -3.603 -6.314 -6.338
4 O -4.820 -3.717 3.926
5 C 6.898 -0.905 3.607
6 H -1.820 -0.395 -10.104
7 H -4.954 -3.160 1.976
8 H -2.661 -6.341 -6.886
9 C -4.559 -1.915 -5.134
10 O -3.140 -4.173 -4.424
11 O 1.732 -3.477 5.216
12 O 7.173 7.059 0.640
13 H 1.058 3.043 -5.684
14 O -8.583 4.590 -2.050
15 O 1.256 -2.070 6.964
16 C 6.205 6.117 0.420
17 H -10.047 6.195 -2.175
18 O -4.680 -3.166 -5.805
19 O -0.106 2.636 -0.234
20 H -3.831 -1.345 -5.710
21 O -4.204 -5.123 -6.326
22 H -5.777 -5.243 5.860
23 H 10.001 8.446 3.100
24 O -7.819 6.026 -0.498
25 O 6.505 -3.138 2.007
26 C 0.727 -1.104 6.120
27 O -0.896 0.878 -8.730
28 O -6.313 4.851 -1.869
29 H -0.380 0.351 -10.684
30 H 7.117 -0.493 2.622
31 C 2.259 -5.353 7.091
32 C -4.955 -2.677 2.953
33 H -0.279 3.937 -6.548
34 C 0.551 3.236 -6.629
35 H 7.212 -0.225 4.398
36 H -4.223 -4.760 6.562
37 O 0.460 2.729 -9.298
38 H 7.780 -6.325 3.682
39 H -3.448 -6.652 -5.313
40 H 6.547 -5.640 2.656
41 H -4.218 -1.896 3.142
42 C -7.453 5.150 -1.492
43 O 1.430 0.984 0.176
44 H 8.191 -5.652 2.051
45 C 7.591 -5.536 2.954
46 C 1.666 -3.215 6.414
47 H 1.390 3.654 -7.186
48 H 3.045 -5.464 6.344
49 H -4.262 -1.868 -4.086
50 O 7.446 -2.225 3.832
51 H -10.318 4.918 -1.030
52 C -9.898 5.127 -2.014
53 H 5.626 5.950 1.328
54 C -6.800 6.751 0.195
55 H 5.487 6.467 -0.322
56 H 1.358 -5.792 6.664
57 C -0.116 1.975 -8.494
58 H -1.030 2.480 -0.441
59 C -4.725 -5.511 5.952
60 H 5.817 -0.882 3.744
61 C -1.257 0.538 -10.065
62 O 8.973 7.862 1.477
63 H -4.738 -6.485 6.442
64 C -3.985 -4.190 -5.392
65 O 2.017 -4.000 7.334
66 O 8.695 5.724 1.754
67 O 7.815 -4.231 3.508
68 H -0.102 -1.555 5.574
69 H -4.360 -6.998 -6.721
70 H 6.496 5.153 0.004
71 O -3.460 -4.994 2.541
72 H -7.294 7.535 0.768
73 O -0.052 2.083 -7.197
74 H 10.848 8.419 1.552
75 H -1.917 1.292 -10.493
76 Tl 1.653 -4.660 -0.690
77 H -5.929 -2.229 3.150
78 C -4.013 -4.828 3.642
79 C 10.150 7.872 2.186
80 H -5.527 -1.427 -5.244
81 H 2.568 -5.825 8.024
82 H -10.496 4.646 -2.788
83 C 8.321 6.774 1.284
84 C 0.257 1.363 -0.057
85 H 0.509 -0.165 6.629
86 C 7.228 -3.162 2.992
87 H -6.514 5.975 0.905
88 H 10.570 6.907 2.470
89 O -4.058 -5.732 4.682
90 H 1.552 -0.940 5.427


Entry 2:
The following is a DFT calculation (wB97M-V/def2-TZVPD) of a cluster of 8 separate species, C22H44Br8N4O2 in total at a distorted geometry.

Results
* electronic energy: -593919.891 eV
* HOMO: -9.41 eV
* SMILES: CN(C)C=O.CN(C)C=O.BrCCBr.BrCCBr.BrCCBr.BrCCBr.CCCC#N.CCCC#N
* relative energy (zero: lowest compared OMol25 entry of this formula, charge and spin): 304.0 kJ/mol
* max |F|: 4.39 eV/Å
* net charge: 0

Positions of all 80 atoms, in Å:
1 H -0.082 -5.490 -5.719
2 C 5.430 -1.055 -7.470
3 C 7.093 -6.770 -11.463
4 H 1.923 -10.360 -13.600
5 N -3.130 -0.106 -0.056
6 H 2.358 -12.647 -15.136
7 H -2.827 1.987 -2.367
8 H 8.034 -6.850 -10.918
9 C -2.422 0.294 -3.571
10 H -2.042 0.875 -4.411
11 C -2.143 -4.285 -13.085
12 H 1.885 -12.489 -12.088
13 H -4.633 0.957 -4.031
14 H -3.532 -9.405 -4.087
15 H -3.220 -4.449 -13.041
16 C 3.384 -1.075 -6.129
17 Br -1.337 -4.816 -14.814
18 C -2.001 -10.801 -4.574
19 H -0.612 -6.422 -7.198
20 H 4.903 -5.501 -11.687
21 Br -3.178 -4.857 -6.156
22 H -1.882 -0.632 -3.764
23 H -1.171 1.369 -2.126
24 H -6.968 -5.061 0.649
25 H 6.236 -1.132 -4.745
26 Br -0.786 -9.971 -3.220
27 H -2.675 -2.346 -12.191
28 H 6.053 -0.209 -7.762
29 C 1.484 -12.428 -13.100
30 Br -7.961 -3.736 -1.329
31 H 2.976 -1.488 -7.065
32 Br -4.049 -11.201 -2.465
33 C -2.692 0.452 -0.993
34 H -1.837 -10.316 -5.536
35 C 5.721 -4.925 -12.148
36 H 4.906 -0.192 -4.285
37 C 2.465 -13.021 -14.118
38 N 4.730 -0.856 -6.243
39 C -3.995 0.076 -3.953
40 C 5.540 -0.396 -5.148
41 H 8.651 -5.672 -13.358
42 C -5.633 -5.359 -1.207
43 H -2.024 -2.298 -13.844
44 H -1.693 -4.588 -8.085
45 H 4.686 -1.104 -8.265
46 Br -0.103 -2.364 -12.180
47 H -1.812 -11.873 -4.623
48 N 6.939 -5.505 -12.113
49 H -4.227 -10.799 -4.905
50 H -1.120 -3.450 -6.807
51 H 8.784 -4.517 -12.039
52 H 0.499 -12.876 -13.231
53 H -5.940 -3.803 0.319
54 C -6.492 -4.583 -0.207
55 H 6.023 0.525 -5.475
56 C -2.219 1.092 -2.237
57 Br -4.227 -6.264 -0.154
58 C -3.461 -10.488 -4.194
59 H 3.481 -12.679 -13.922
60 H -4.386 -0.574 -3.171
61 H 0.286 -10.807 -13.945
62 N 0.347 -9.848 -10.878
63 O 2.686 -1.019 -5.072
64 C -1.975 -2.812 -12.884
65 H -6.283 -6.056 -1.737
66 H 2.222 -14.071 -13.958
67 H -5.275 -4.792 -2.066
68 H 6.363 -6.962 -10.677
69 H 7.217 -7.599 -12.159
70 Br 1.283 -5.035 -7.908
71 H -3.936 -0.594 -4.811
72 C 8.111 -4.907 -12.802
73 C 0.686 -10.293 -11.906
74 C -0.272 -5.469 -6.793
75 H 8.006 -4.012 -13.416
76 O 5.518 -3.850 -12.798
77 H 5.941 -2.017 -7.519
78 C 1.068 -10.898 -13.191
79 C -1.439 -4.468 -7.032
80 H -1.773 -4.815 -12.207


Entry 3:
The following is a DFT calculation (wB97M-V/def2-TZVPD) of a structure of composition C22H44GaN3OP2 at a distorted geometry.

Results
* electronic energy: -100986.205 eV
* HOMO: -13.83 eV
* relative energy (zero: lowest compared OMol25 entry of this formula, charge and spin): 0.0 kJ/mol
* max |F|: 3.33 eV/Å
* net charge: +2

Positions of all 73 atoms, in Å:
1 C -2.314 -0.089 1.114
2 C -0.122 0.866 -5.026
3 N -4.630 -2.590 2.420
4 C -3.531 -2.031 1.857
5 C 3.439 0.870 1.596
6 P -0.644 0.205 -2.306
7 C -2.495 0.222 -2.296
8 H -4.294 0.005 1.951
9 H 4.032 2.867 1.023
10 H 1.571 2.177 3.935
11 H 0.293 -2.859 -1.196
12 C 1.876 1.215 4.367
13 H 0.863 0.511 -5.361
14 P 1.808 0.010 1.770
15 H -0.831 0.037 -5.158
16 C 1.331 0.033 3.562
17 H -0.704 3.188 -2.439
18 O -0.663 3.535 0.975
19 H 4.951 1.112 3.152
20 H -0.102 3.502 -4.065
21 C -3.463 -0.637 1.658
22 H 0.459 -1.345 -3.807
23 H -3.247 2.276 -2.447
24 H 5.301 -0.174 2.000
25 N 1.669 -1.306 -1.016
26 H -4.209 -0.140 -3.541
27 H 4.109 -0.446 3.269
28 C 3.283 2.401 1.678
29 H 3.668 -1.538 -0.329
30 H -0.704 0.753 3.196
31 H -2.778 -1.022 -4.081
32 C -2.420 -2.809 1.484
33 H 3.744 0.624 0.566
34 C -1.306 -2.204 0.928
35 H 1.780 -0.896 3.951
36 H -0.588 -1.011 3.417
37 H 3.464 2.761 2.700
38 H 2.127 -0.523 -1.559
39 H -2.391 1.967 -0.916
40 H -0.421 1.666 -5.716
41 Ga 0.349 0.283 -0.117
42 H 2.298 2.765 1.349
43 H 1.454 1.162 5.379
44 C 2.664 -1.943 -0.104
45 H -5.427 -2.043 2.687
46 C -0.188 -0.047 3.744
47 H -0.943 -2.087 -3.022
48 H -2.208 0.995 0.989
49 H -2.743 -0.613 -1.620
50 C -0.043 1.407 -3.585
51 H -1.711 2.802 -3.863
52 C 0.877 -2.211 -1.865
53 C -0.055 -1.461 -2.839
54 H 1.020 1.518 -3.316
55 C -0.411 2.521 0.508
56 H -4.693 -3.595 2.570
57 H -0.429 -2.787 0.641
58 C 4.492 0.307 2.565
59 H 1.559 -2.883 -2.417
60 H -0.443 0.079 4.805
61 C 2.292 -1.732 1.374
62 H 2.694 -3.017 -0.340
63 H 3.132 -2.032 2.019
64 C -3.119 -0.069 -3.660
65 H 1.439 -2.377 1.639
66 H -2.435 -3.891 1.647
67 N -1.251 -0.850 0.720
68 C -3.051 1.518 -1.676
69 H 1.621 1.080 -0.956
70 H -2.921 0.732 -4.386
71 C -0.688 2.794 -3.462
72 H 2.967 1.199 4.469
73 H -4.010 1.291 -1.185


Entry 4:
The following is a DFT calculation (wB97M-V/def2-TZVPD) of a structure of composition C22H44N3O2P3Sm at a distorted geometry.

Results
* electronic energy: -77839.813 eV
* HOMO (alpha / beta): -13.63 / -13.63 eV
* relative energy (zero: lowest compared OMol25 entry of this formula, charge and spin): 46.4 kJ/mol
* max |F|: 2.68 eV/Å
* spin multiplicity: 6
* net charge: +3

Positions of all 75 atoms, in Å:
1 H -0.073 -3.233 2.222
2 H 7.383 0.970 -5.781
3 O 5.775 -0.849 -4.617
4 H -1.998 2.074 -0.058
5 H -0.684 -3.761 0.616
6 N -0.271 1.840 2.061
7 H -3.776 -2.368 0.933
8 H 2.947 -0.037 2.493
9 P -1.480 -1.506 1.211
10 H -1.401 -3.313 -1.681
11 C 2.602 3.323 3.841
12 H -2.293 0.957 -1.463
13 H 6.746 -0.843 -4.547
14 H -2.563 -0.899 -2.716
15 Sm 0.283 0.480 0.285
16 H -0.393 -3.402 -3.175
17 C 2.587 -2.779 -0.205
18 C 3.542 1.384 -6.399
19 H 0.366 -3.527 -1.547
20 H 4.075 3.126 -7.559
21 H -2.035 3.664 4.191
22 H 1.408 0.123 -3.376
23 H -1.537 0.366 -3.432
24 H -1.792 -3.811 2.065
25 N -2.574 2.110 2.171
26 C 5.390 0.194 -5.409
27 H -1.236 -1.030 3.615
28 P -0.209 -1.182 -2.065
29 H 1.836 -3.381 0.348
30 H -3.313 2.626 2.635
31 H 4.635 -0.558 -0.320
32 C 1.010 2.220 2.359
33 C 5.826 2.158 -6.737
34 H 3.925 -1.537 2.087
35 H -2.483 0.011 2.893
36 C -0.430 -3.034 -2.129
37 H 3.463 -0.063 -1.639
38 P 2.415 -1.067 0.330
39 C -1.143 3.267 3.715
40 C 2.923 -1.072 2.095
41 H 0.047 1.694 -2.405
42 C -0.966 -3.262 1.564
43 O 1.904 1.774 1.560
44 H 2.192 -1.665 2.681
45 C 3.677 -0.060 -0.552
46 C -3.110 -1.721 0.332
47 H 3.159 2.427 4.135
48 H 0.260 2.715 -0.895
49 H 2.147 -1.409 -2.856
50 H 3.346 -0.417 -5.183
51 C 4.446 2.299 -6.954
52 C 4.012 0.323 -5.626
53 H -3.568 -0.722 0.205
54 H -1.553 -1.287 -4.161
55 C 0.142 3.511 4.112
56 H 3.653 0.984 -0.177
57 C -1.340 2.403 2.636
58 C -0.407 2.062 -1.485
59 H -2.846 1.405 1.467
60 H 6.522 2.876 -7.173
61 H 2.469 1.483 -6.563
62 H 3.626 -3.022 0.080
63 H -2.892 -1.708 3.241
64 H 0.420 4.151 4.938
65 H 2.480 3.984 4.695
66 C 1.221 -0.957 -3.251
67 C -2.088 -1.021 2.908
68 H -2.943 -2.148 -0.672
69 H 2.412 -2.850 -1.295
70 C -1.609 1.666 -0.994
71 H 3.130 3.837 3.032
72 H 0.994 -1.394 -4.243
73 C 6.315 1.105 -5.968
74 C -1.597 -0.711 -3.215
75 N 1.230 2.988 3.437


Entry 5:
The following is a DFT calculation (wB97M-V/def2-TZVPD) of a structure of composition C22H44N3O2P3Ti at a distorted geometry.

Results
* electronic energy: -83031.271 eV
* HOMO (alpha / beta): -17.76 / -17.74 eV
* relative energy (zero: lowest compared OMol25 entry of this formula, charge and spin): 122.7 kJ/mol
* max |F|: 3.26 eV/Å
* net charge: +4

Positions of all 75 atoms, in Å:
1 C 1.178 -1.154 5.009
2 C 1.667 -3.923 0.415
3 H -3.714 2.232 0.008
4 H 1.561 3.157 -0.404
5 H -3.617 -0.813 1.228
6 P -2.053 0.442 -0.158
7 C 1.539 -2.144 -1.927
8 H -3.321 -1.145 5.500
9 C -1.178 2.191 -4.564
10 H 1.870 -0.397 4.646
11 H 0.898 -0.383 -5.207
12 H -0.179 3.656 -0.615
13 H 4.409 1.680 1.469
14 H 3.147 1.382 2.701
15 C 0.202 1.080 -6.689
16 C -0.570 2.227 -6.923
17 H -1.942 2.448 -3.811
18 N -3.896 -0.013 3.192
19 C -2.342 0.880 -1.919
20 H 2.625 -2.312 -1.760
21 H -4.358 -0.344 -0.326
22 C -1.077 -3.418 -0.829
23 H -2.321 -0.015 -2.567
24 H 0.691 0.581 -7.537
25 C 4.074 0.077 -0.619
26 H -2.085 2.853 0.396
27 C 3.521 -1.047 1.981
28 H -4.592 -0.049 3.927
29 P 2.805 0.058 0.682
30 H -0.901 -1.514 6.241
31 H 1.512 -3.768 1.503
32 H -1.670 -3.285 0.101
33 C 3.330 1.565 1.632
34 C -2.635 -0.413 3.553
35 H -1.502 1.541 -2.192
36 N -0.159 -0.978 4.380
37 C -2.475 -1.032 4.811
38 H -1.549 -2.833 -1.641
39 C -3.429 -0.712 0.149
40 H -4.087 0.720 2.498
41 H -0.538 3.368 1.866
42 H 4.294 -0.932 -0.982
43 H 1.335 -1.037 -2.132
44 C 0.400 0.573 -5.380
45 H -3.185 -1.710 -0.243
46 H 0.803 0.700 -2.541
47 C -2.783 2.025 0.547
48 H 1.525 -2.182 4.834
49 C -1.304 2.721 -5.850
50 Ti 0.377 -0.574 0.237
51 H 2.720 -3.709 0.146
52 C 0.604 3.373 0.071
53 H 1.294 3.433 2.099
54 H 0.969 -0.980 6.078
55 C -1.198 -1.222 5.235
56 P 0.586 -2.778 -0.507
57 H 2.799 2.469 1.326
58 H 1.172 -2.659 -2.833
59 H 3.714 0.697 -1.448
60 H 4.611 -1.043 1.854
61 H -1.957 3.564 -6.020
62 C -0.437 -0.707 3.060
63 O 0.699 1.509 -3.104
64 H -3.300 1.418 -2.075
65 H 1.406 -4.965 0.146
66 H -2.993 1.957 1.622
67 C 0.451 3.383 1.405
68 C -0.049 1.368 -4.311
69 H -1.050 -4.491 -1.083
70 O 0.487 -0.860 2.184
71 H -0.595 2.682 -7.891
72 H 3.274 -0.639 2.972
73 H 4.986 0.524 -0.200
74 H 3.141 -2.070 1.925
75 N -1.636 -0.284 2.662


Entry 6:
The following is a DFT calculation (wB97M-V/def2-TZVPD) of a structure of composition C22H44N3O2P3Yb at a distorted geometry.

Results
* electronic energy: -91463.009 eV
* HOMO (alpha / beta): -13.77 / -13.77 eV
* max |F|: 5.64 eV/Å
* spin multiplicity: 2
* net charge: +3

Positions of all 75 atoms, in Å:
1 P 2.359 -0.529 0.544
2 C 2.885 -2.144 0.024
3 H 0.471 3.318 -1.736
4 H -0.052 -0.356 -2.833
5 C 1.485 2.748 1.867
6 H -0.567 1.289 2.618
7 H 6.640 1.721 -6.046
8 N -2.266 -3.108 2.723
9 C 6.232 4.536 -4.156
10 H -1.795 -5.136 2.348
11 H -1.683 2.839 -1.883
12 O -1.245 -3.071 0.682
13 H -1.389 1.280 4.152
14 H 4.498 0.154 -0.155
15 H 3.946 -2.193 0.283
16 H -1.523 2.937 1.853
17 C -1.895 1.868 -2.341
18 O 5.585 4.644 -1.810
19 H 1.610 -0.759 -2.230
20 C -2.860 -0.738 -2.059
21 Yb -0.069 -0.103 0.115
22 H 3.962 -0.615 2.223
23 H 2.342 -2.937 0.559
24 N -1.146 0.776 3.297
25 H 1.111 2.315 2.805
26 C 6.424 2.340 -5.171
27 C -1.044 3.343 0.951
28 H 1.230 4.359 -0.492
29 H 5.508 2.083 -1.884
30 C -2.673 -4.506 2.481
31 H 1.491 3.841 1.956
32 C 6.504 3.737 -5.260
33 C -2.591 -2.459 3.863
34 H -1.002 -2.208 -1.442
35 H -3.145 -1.585 -1.418
36 H 2.401 -1.253 2.817
37 C 2.879 -0.454 2.233
38 H 0.647 -2.610 -0.838
39 H 3.290 0.547 -1.420
40 H 6.292 5.619 -4.215
41 H -3.304 -4.564 1.597
42 H -2.834 1.932 -2.904
43 H 6.783 4.208 -6.203
44 H -1.791 3.400 0.157
45 C 3.492 0.552 -0.340
46 P 0.402 2.401 0.490
47 C 5.868 3.925 -2.928
48 H 2.764 -2.307 -1.052
49 H -3.161 -3.000 4.607
50 H -4.038 0.282 0.291
51 C -1.523 -2.439 1.712
52 P -2.145 0.583 -1.105
53 H 5.680 5.595 -2.013
54 H -3.756 -0.308 -2.514
55 H 6.000 0.662 -3.877
56 C -2.213 -1.177 4.050
57 H -4.187 1.669 -0.826
58 H -0.673 4.352 1.167
59 H 2.095 2.930 -1.137
60 C 0.013 -1.835 -1.281
61 C -3.514 1.148 -0.135
62 H 2.656 0.505 2.716
63 H 2.507 2.399 1.705
64 C 5.786 2.529 -2.837
65 H -3.240 -4.870 3.337
66 H -1.071 1.616 -3.023
67 H -2.193 -1.107 -2.846
68 C 6.065 1.745 -3.958
69 H -3.239 1.824 0.685
70 H -2.480 -0.670 4.966
71 C 0.537 -0.793 -2.023
72 N -1.151 -1.093 1.923
73 H 3.445 1.587 0.016
74 C -1.488 -0.491 3.072
75 C 1.114 3.327 -0.849


Which formula does entry 1 have?
C22H43O24Tl